# 1
{"formula": "C5H7N", "method": "wB97M-V/def2-TZVPD", "symbols": ["C", "C", "N", "C", "C", "C", "H", "H", "H", "H", "H", "H", "H"], "positions_angstrom": [[1.9430, 0.2063, -0.6644], [1.6511, -0.2884, 0.5151], [1.0598, -0.7622, 1.4864], [-0.4873, -0.6250, 1.1817], [-0.9202, 0.4815, 0.2612], [-1.3431, 0.3152, -0.9899], [1.8403, -0.4480, -1.5240], [2.2657, 1.2250, -0.8211], [-1.0817, -0.4621, 2.0925], [-0.8059, -1.5929, 0.7688], [-1.0246, 1.4613, 0.7262], [-1.1475, -0.5902, -1.5636], [-1.9495, 1.0795, -1.4688]], "forces_ev_per_angstrom": [[0.470, -0.217, 0.082], [-0.803, -0.037, 0.046], [-1.093, 0.513, -0.997], [0.421, -0.086, 0.062], [-0.332, -0.051, -0.028], [-0.066, 0.015, 0.215], [0.310, 0.002, 0.105], [-0.027, -0.026, 0.140], [0.733, -0.247, 0.122], [0.348, 0.204, 0.137], [-0.135, -0.134, -0.027], [-0.315, -0.027, 0.309], [0.489, 0.091, -0.167]], "smiles": "C=C=NCC=C", "charge": 0, "homo_lumo_gap_ev": 10.11, "relative_energy_kj_mol": 276.37, "energy_ha": -249.36797}



# 2
{"formula": "C5H7N", "method": "wB97M-V/def2-TZVPD", "symbols": ["C", "C", "N", "H", "H", "H", "C", "C", "C", "H", "H", "H", "H"], "positions_angstrom": [[-2.9359, -1.0336, -0.1884], [-2.6919, 0.2269, -0.0346], [-2.4753, 1.3672, 0.3132], [-3.8690, -1.4224, -0.5463], [-2.1641, -1.7425, 0.0369], [-2.0535, 2.0524, -0.2983], [1.1421, -1.0973, 0.4299], [1.9521, -0.2546, 0.1760], [2.9716, 0.7378, -0.0876], [0.4171, -1.8212, 0.6575], [2.5501, 1.5904, -0.6190], [3.7658, 0.3009, -0.6932], [3.3909, 1.0960, 0.8540]], "forces_ev_per_angstrom": [[-0.136, -0.865, -0.231], [0.205, 0.660, 0.231], [-0.101, 0.381, 0.374], [-0.265, 0.137, -0.137], [0.281, -0.154, 0.070], [0.020, -0.162, -0.309], [0.166, 0.294, -0.105], [-0.142, -0.236, 0.126], [0.152, 0.206, -0.028], [-0.350, -0.391, 0.110], [0.052, 0.020, -0.037], [0.050, 0.108, 0.024], [0.069, 0.003, -0.088]], "smiles": "C=C=N.C#CC", "charge": 0, "homo_lumo_gap_ev": 9.87, "relative_energy_kj_mol": 329.46, "energy_ha": -249.34775}



# 3
{"formula": "C5H7N", "method": "wB97M-V/def2-TZVPD", "symbols": ["C", "C", "C", "C", "C", "N", "H", "H", "H", "H", "H", "H", "H"], "positions_angstrom": [[-0.1390, -0.8137, -1.5501], [-0.1267, 0.2247, -0.3809], [0.0750, 0.0458, 0.9033], [-0.2620, 1.2167, 1.8526], [-1.6317, 1.5926, 1.6205], [-2.7513, 1.6974, 1.5197], [0.1979, -1.8599, -1.1732], [0.3317, -0.4544, -2.4418], [-1.3094, -0.9520, -1.6744], [-0.5165, 1.2946, -0.5969], [0.5332, -0.7414, 1.5267], [0.4403, 2.0112, 1.6475], [-0.2037, 0.8804, 2.8742]], "forces_ev_per_angstrom": [[-2.511, -0.958, 2.989], [-0.532, 0.423, -1.770], [0.689, 0.367, 1.895], [0.421, -0.675, -0.887], [1.629, -0.158, 0.576], [-2.533, 0.565, -0.400], [-0.145, 1.932, -0.836], [0.199, -0.059, -0.446], [2.336, 0.254, -0.387], [0.516, -1.952, -0.202], [-0.396, -0.309, -1.277], [0.064, 0.461, 0.307], [0.262, 0.109, 0.438]], "smiles": "C/C=C/CC#N", "charge": 0, "homo_lumo_gap_ev": 10.88, "relative_energy_kj_mol": 167.60, "energy_ha": -249.40940}